Molecular formula: C16H23F3N4O5
Method: DFT, ωB97M-V with the def2-TZVPD basis set

Properties
SMILES	CNC(=O)[C@@H](NC(C)=O)[C@@H](C)O.NCC(=O)Nc1cccc(OC(F)(F)F)c1
frontier orbital gap	9.24	eV
max |F|	0.05979	hartree/bohr
E_tot	-41316.9890	eV
HOMO energy	-9.0	eV

Geometry as ORCA input:
```
! RIJCOSX wB97M-V def2-TZVPD def2/J DEFGRID3
* xyz 0 1
O 1.10 4.53 -1.11
O -2.28 0.87 1.49
O 3.26 0.43 -1.88
F -1.92 -5.75 -3.81
F -0.61 -4.24 -2.88
F -1.54 -3.85 -4.87
O -2.90 -3.89 -3.00
O 2.07 -0.10 1.89
C 1.62 3.78 -0.30
C -2.80 -0.19 1.82
C 3.54 0.62 -0.70
C -2.50 -0.23 -2.66
C -2.57 -1.49 -3.25
C -2.65 -0.10 -1.28
C -2.95 -2.48 -1.09
C -2.79 -2.63 -2.47
C -2.87 -1.23 -0.47
N -3.05 -1.21 0.92
N 4.66 0.08 -0.21
N -3.15 0.79 4.17
N 2.01 2.56 -0.67
C -1.73 -4.42 -3.64
C 1.86 4.25 1.12
C 5.22 0.23 1.13
C -3.14 -0.42 3.31
C 0.74 -0.27 -0.05
C 2.62 1.50 0.16
C 1.51 0.68 0.86
H 1.35 -0.60 2.28
H -2.33 0.65 -3.27
H -2.47 -1.58 -4.33
H -2.60 0.90 -0.85
H -3.13 -3.38 -0.50
H -3.40 -2.07 1.33
H 5.18 -0.47 -0.87
H -3.93 1.41 3.92
H -2.27 1.29 4.09
H 1.87 2.33 -1.65
H 1.45 5.25 1.22
H 2.93 4.27 1.32
H 1.36 3.58 1.81
H 4.59 -0.28 1.86
H 5.29 1.29 1.40
H 6.22 -0.20 1.16
H -2.41 -1.13 3.71
H -4.13 -0.90 3.37
H 0.34 0.27 -0.90
H -0.09 -0.71 0.50
H 1.39 -1.07 -0.40
H 3.22 1.97 0.93
H 0.80 1.37 1.32
*
```